No. 1
56
Properties=species:S:1:pos:R:3:forces:R:3 method="wB97M-V/def2-TZVPD" e_above_lowest_ev=2.895 fmax_ev_per_a=0.7 total_charge=0 smiles="CCO[C@H]1OC(C(=O)NC2CC2)=C[C@@H](c2c[nH]c3ccccc23)[C@@H]1CCCO"
C -2.841 -2.637 1.201 0.30 0.05 -0.15
C -1.468 -2.956 0.617 -0.11 -0.08 0.15
H -1.354 -4.039 0.516 0.06 0.13 0.11
O -1.278 -2.476 -0.711 -0.24 0.20 -0.07
C -0.970 -1.137 -0.900 0.63 -0.16 -0.35
C 0.340 -0.653 -0.244 -0.33 -0.27 -0.37
C 1.489 -1.618 -0.560 -0.06 0.03 0.34
C 2.496 -1.737 0.584 0.30 -0.23 -0.32
C 3.710 -2.586 0.198 -0.01 0.54 0.23
O 3.405 -3.946 -0.002 -0.26 -0.46 -0.16
H 2.757 -4.015 -0.711 0.07 -0.03 0.04
H 4.442 -2.572 1.009 -0.01 0.06 -0.10
H 4.182 -2.159 -0.699 0.01 0.02 0.10
H 2.853 -0.747 0.865 0.00 0.04 0.08
H 2.015 -2.190 1.454 -0.03 0.02 0.08
H 2.006 -1.278 -1.460 0.03 -0.01 -0.12
H 1.060 -2.601 -0.774 0.07 0.02 -0.05
H 0.178 -0.609 0.839 0.01 0.04 0.00
C 0.605 0.785 -0.735 -0.13 -0.12 0.29
C -0.663 1.576 -0.617 -0.31 -0.19 -0.07
C -1.858 1.006 -0.465 0.60 0.04 -0.10
O -2.072 -0.349 -0.478 -0.18 0.24 0.11
C -3.094 1.820 -0.268 -0.20 -0.05 0.05
O -3.065 3.030 -0.137 0.06 0.12 -0.01
N -4.223 1.081 -0.240 -0.05 -0.46 -0.06
C -5.519 1.637 -0.056 -0.16 0.23 0.05
C -6.689 1.037 -0.775 -0.02 0.10 -0.13
C -6.549 0.866 0.712 0.00 0.07 0.15
H -7.218 1.408 1.361 -0.05 0.08 0.04
H -6.276 -0.110 1.084 0.09 -0.10 -0.01
H -7.454 1.697 -1.151 -0.05 0.09 -0.01
H -6.510 0.175 -1.401 0.09 -0.09 -0.03
H -5.458 2.711 0.061 -0.12 -0.08 0.00
H -4.139 0.084 -0.372 0.10 0.10 0.00
H -0.605 2.651 -0.615 -0.13 0.14 0.01
C 1.703 1.441 0.044 -0.13 0.11 0.08
C 1.592 2.018 1.276 -0.24 -0.16 -0.28
N 2.808 2.493 1.685 0.09 0.16 0.38
C 3.734 2.237 0.716 0.15 -0.23 -0.47
C 5.094 2.518 0.671 0.10 0.05 0.04
C 5.789 2.127 -0.452 0.07 0.09 0.14
C 5.150 1.476 -1.511 0.03 -0.11 -0.22
C 3.804 1.195 -1.472 0.02 -0.01 0.00
C 3.073 1.571 -0.345 0.16 0.25 0.37
H 3.322 0.699 -2.302 -0.04 -0.06 -0.09
H 5.731 1.191 -2.376 0.03 -0.03 -0.08
H 6.848 2.328 -0.521 0.08 0.03 0.01
H 5.584 3.026 1.488 0.08 0.05 0.07
H 2.983 2.979 2.547 -0.03 -0.06 -0.10
H 0.721 2.130 1.893 -0.16 0.04 0.11
H 0.911 0.750 -1.788 0.00 -0.05 0.04
H -0.873 -1.044 -1.996 -0.04 0.09 0.20
H -0.680 -2.584 1.280 0.03 -0.07 -0.04
H -2.970 -3.183 2.132 -0.04 -0.08 0.10
H -2.942 -1.574 1.398 -0.06 0.01 0.06
H -3.616 -2.941 0.502 -0.11 -0.04 -0.05


No. 2
69
Properties=species:S:1:pos:R:3:forces:R:3 method="wB97M-V/def2-TZVPD" e_above_lowest_ev=2.341 spin_multiplicity=5 fmax_ev_per_a=2.2 total_charge=-1
Fe -0.038 1.101 -0.580 -0.68 0.61 0.96
F 2.885 -0.384 1.976 0.07 0.10 -0.07
C 1.982 -0.838 2.846 -0.41 0.07 0.23
F 2.497 -0.737 4.077 -0.13 0.07 -0.12
F 1.810 -2.146 2.598 -0.02 -0.08 -0.16
S 0.306 0.021 2.707 0.61 -1.02 0.19
O 0.056 -0.088 1.275 0.45 0.07 0.12
O -0.461 -0.817 3.572 -0.01 0.22 0.01
N 0.523 1.440 3.320 -0.36 -0.18 -0.48
S 1.149 2.630 2.494 1.60 0.52 1.20
O 1.721 2.253 1.230 0.10 0.13 -0.24
O 0.505 3.879 2.714 -0.35 -0.01 -0.23
C 2.709 2.877 3.542 -0.24 -0.07 0.07
F 3.476 3.869 3.060 -0.17 0.04 -0.25
F 3.480 1.780 3.582 -0.05 -0.05 -0.11
F 2.408 3.197 4.805 -0.13 -0.03 -0.04
Se 4.432 -5.132 -1.260 -0.40 0.66 0.07
N 2.783 -4.674 -1.781 -0.07 0.38 0.04
C 2.639 -3.381 -1.559 0.46 -1.12 -0.09
C 1.452 -2.647 -1.902 -0.43 1.37 0.11
C 0.386 -3.209 -2.594 -0.37 0.11 -0.16
C -0.668 -2.400 -2.971 0.40 -0.26 0.12
C -0.675 -1.073 -2.556 -0.41 -0.09 -0.27
N 0.296 -0.515 -1.852 0.82 -0.97 -0.37
C 1.401 -1.261 -1.591 -1.53 -1.35 -0.86
C 2.544 -0.580 -1.085 1.99 0.61 0.71
N 2.466 0.767 -1.014 -0.41 -0.86 -0.06
C 3.529 1.430 -0.625 0.35 0.27 0.13
C 4.722 0.816 -0.225 -0.11 -0.11 -0.09
C 4.822 -0.553 -0.299 -0.02 0.01 -0.11
C 3.735 -1.289 -0.774 -0.76 1.26 -0.02
C 3.772 -2.706 -0.992 0.72 -1.10 0.09
N 4.829 -3.462 -0.759 -0.23 0.28 -0.02
H 0.419 -4.257 -2.856 0.01 -0.04 0.02
H -1.487 -2.785 -3.561 -0.04 0.03 0.04
H -1.515 -0.439 -2.791 -0.05 0.06 0.14
H 3.441 2.508 -0.633 -0.02 0.02 0.18
H 5.541 1.419 0.138 0.03 0.05 -0.02
H 5.725 -1.081 -0.020 0.02 0.04 0.03
C -2.698 3.758 -0.492 0.42 -0.19 -0.11
C -1.185 3.510 -0.511 -0.14 -0.10 0.02
C -0.442 4.818 -0.219 -0.02 -0.47 -0.13
O -0.829 2.486 0.378 0.52 0.57 -0.51
H -2.961 4.556 -1.187 -0.06 0.14 -0.06
H -2.984 4.033 0.522 -0.08 0.00 -0.01
H -3.220 2.847 -0.771 -0.09 0.00 0.07
H -0.889 3.170 -1.537 -0.22 0.37 -0.14
H -0.696 5.160 0.781 -0.04 0.06 0.08
H -0.726 5.568 -0.958 0.05 0.15 -0.02
H 0.634 4.653 -0.251 0.12 0.06 -0.01
C -1.739 -3.774 1.009 -0.10 0.32 -0.06
C -2.520 -2.493 1.252 -0.06 -0.25 0.15
O -2.210 -1.577 0.206 0.33 -0.11 -0.19
P -2.850 -0.096 0.166 -1.46 0.97 1.10
O -2.222 0.560 -1.035 0.64 -0.26 -0.33
Te -3.076 1.133 2.196 -0.33 -0.67 -0.15
O -4.416 -0.424 -0.193 0.28 -0.18 -0.28
C -4.673 -1.106 -1.416 -0.01 0.09 -0.10
C -4.970 -0.134 -2.547 0.03 -0.10 0.23
H -1.967 -4.497 1.790 0.01 -0.07 0.04
H -0.670 -3.565 1.024 0.09 0.01 0.03
H -1.993 -4.204 0.041 -0.04 -0.07 -0.07
H -2.244 -2.059 2.214 -0.06 0.11 0.01
H -3.600 -2.688 1.250 0.09 0.04 0.05
H -5.531 -1.757 -1.227 0.07 -0.05 -0.06
H -3.807 -1.723 -1.680 -0.09 -0.14 -0.01
H -5.841 0.472 -2.307 -0.05 0.06 0.00
H -5.161 -0.681 -3.469 -0.05 -0.04 -0.13
H -4.114 0.522 -2.683 0.03 0.10 -0.05


No. 3
67
Properties=species:S:1:pos:R:3:forces:R:3 method="wB97M-V/def2-TZVPD" e_above_lowest_ev=0.000 spin_multiplicity=5 fmax_ev_per_a=3.8 total_charge=+1
Cr -0.149 0.714 0.254 0.24 0.78 1.06
F 0.378 1.864 1.916 -0.47 -0.87 -1.53
C -2.754 -2.307 0.927 -0.31 -0.42 0.04
C -1.708 -1.696 1.846 0.94 0.74 -1.73
O -1.078 -0.688 1.470 -0.75 -1.00 1.12
N -1.390 -2.313 2.986 -0.01 -0.84 0.45
C -0.278 -1.883 3.827 -0.10 0.62 0.66
H -3.365 -1.545 0.442 -0.14 0.18 0.57
H -3.343 -3.092 1.400 -0.31 0.34 0.27
H -2.366 -2.821 0.047 0.86 0.11 0.16
H -1.869 -3.170 3.223 -0.01 0.21 -0.08
H -0.103 -2.481 4.721 -0.43 -0.77 -0.43
H -0.547 -0.934 4.291 0.36 0.43 -0.52
H 0.665 -1.837 3.282 -0.22 0.27 -0.14
C 0.965 2.597 -3.580 0.75 -0.41 -0.97
C 0.635 2.825 -2.122 -0.58 -0.73 -0.85
O 0.676 1.859 -1.325 0.21 1.66 -0.77
N 0.256 4.082 -1.837 0.10 -0.42 1.71
C 0.065 4.480 -0.434 -0.72 1.02 -0.54
H 0.239 2.043 -4.175 -0.49 -0.07 0.58
H 1.864 1.988 -3.672 0.09 -0.09 0.40
H 1.188 3.466 -4.199 -0.15 0.44 0.50
H 0.067 4.788 -2.535 0.45 -0.50 -0.19
H -0.423 3.682 0.126 0.62 0.06 0.25
H -0.592 5.350 -0.431 -0.46 -0.12 -0.14
H 0.956 4.935 -0.003 0.33 -0.91 0.18
C -3.334 3.385 -1.236 0.65 0.13 0.48
C -2.994 2.455 -0.063 -0.17 -0.56 -0.64
O -2.138 1.579 -0.226 -0.59 0.48 0.33
N -3.731 2.601 1.061 0.92 -0.60 -0.24
C -3.693 1.720 2.286 -0.60 1.23 -1.00
H -2.982 2.996 -2.191 -0.53 -0.73 0.17
H -2.679 4.256 -1.194 -0.34 0.45 0.56
H -4.390 3.653 -1.230 0.18 0.16 -0.24
H -4.356 3.394 1.042 -0.05 -0.27 0.36
H -4.602 1.120 2.241 0.02 -0.03 0.33
H -3.727 2.439 3.105 0.00 -0.48 0.27
H -2.833 1.058 2.381 0.18 0.49 -0.49
C -0.699 -0.851 -3.751 -0.62 -1.01 0.37
C -0.740 -1.474 -2.333 1.35 1.41 -0.44
O -0.826 -0.753 -1.347 -0.56 0.54 0.35
N -0.479 -2.772 -2.159 0.26 -0.42 -0.44
C 0.089 -3.648 -3.181 -0.68 0.12 0.11
H -0.828 -1.603 -4.529 0.08 -0.02 0.01
H 0.255 -0.351 -3.919 -0.03 -0.01 0.28
H -1.521 -0.145 -3.872 0.16 0.11 0.28
H -0.375 -3.045 -1.192 0.08 0.15 -0.08
H -0.720 -3.899 -3.867 0.22 -0.60 -0.03
H 0.487 -4.504 -2.637 -0.11 -0.15 -0.49
H 0.873 -3.184 -3.780 0.14 0.11 0.31
C 2.925 -0.123 3.375 -0.11 1.42 -0.15
O 3.104 -1.208 2.471 0.01 -1.27 -0.99
P 2.951 -1.088 0.877 -0.49 0.50 0.70
O 1.674 -0.492 0.429 1.24 -0.40 0.12
O 4.253 -0.306 0.405 -3.67 0.21 -0.81
C 5.487 -0.766 0.726 2.92 -1.08 0.81
O 3.152 -2.557 0.306 0.39 -0.12 1.13
C 2.267 -3.664 0.528 -0.94 -0.26 -0.27
H 3.880 0.242 3.753 0.18 -0.30 -0.15
H 2.315 -0.383 4.241 -0.05 -0.43 -0.31
H 2.447 0.699 2.842 -0.29 0.13 0.18
H 6.097 -0.870 -0.171 0.04 0.34 -0.01
H 5.497 -1.759 1.176 -0.24 -0.08 0.14
H 5.943 -0.085 1.445 0.23 0.04 -0.15
H 2.199 -4.150 -0.445 -0.20 -0.05 0.16
H 1.282 -3.398 0.911 -0.27 0.84 -0.58
H 2.482 -4.425 1.278 1.48 0.30 0.04


No. 4
83
Properties=species:S:1:pos:R:3:forces:R:3 method="wB97M-V/def2-TZVPD" e_above_lowest_ev=0.758 spin_multiplicity=2 fmax_ev_per_a=0.8 total_charge=+1
Pd -0.217 -0.689 -0.384 0.50 0.45 0.48
I -6.954 0.281 -2.129 0.09 -0.04 0.01
C -5.101 -0.588 -1.850 0.03 -0.05 0.05
C -4.083 -0.373 -2.788 -0.05 0.09 -0.15
C -2.852 -0.941 -2.602 -0.11 -0.03 0.05
I -1.221 -0.390 -3.716 0.10 -0.09 -0.22
C -2.589 -1.822 -1.480 -0.30 -0.03 0.06
O -1.544 -2.488 -1.369 0.13 0.09 0.00
C -3.618 -1.863 -0.448 0.11 -0.09 0.06
C -3.163 -2.330 0.903 -0.03 0.09 -0.08
N -2.290 -1.266 1.435 0.00 -0.05 -0.03
C -3.015 -0.039 1.746 0.05 0.03 0.02
C -2.914 1.056 0.698 -0.04 -0.02 0.03
C -3.867 2.072 0.710 -0.01 -0.05 -0.01
C -3.778 3.101 -0.205 0.03 0.01 -0.02
C -2.730 3.092 -1.116 -0.01 0.01 0.00
C -1.828 2.050 -1.064 -0.09 0.02 0.06
N -1.910 1.047 -0.177 0.12 -0.04 -0.21
C -4.840 -1.304 -0.663 -0.10 -0.01 -0.02
H -4.265 0.270 -3.639 0.00 0.00 0.01
H -4.030 -2.516 1.547 0.02 0.00 0.02
H -2.577 -3.244 0.819 -0.01 -0.01 -0.03
H -1.827 -1.598 2.272 -0.08 -0.03 0.03
H -4.078 -0.241 1.919 -0.02 0.01 0.01
H -2.646 0.367 2.692 0.08 -0.01 -0.03
H -4.674 2.038 1.432 0.00 0.00 0.00
H -4.512 3.896 -0.214 -0.01 0.00 0.00
H -2.615 3.870 -1.858 0.00 0.00 0.00
H -1.006 1.998 -1.765 -0.03 0.01 0.01
H -5.607 -1.363 0.100 0.01 0.01 0.01
C 0.409 -0.005 3.008 -0.05 -0.05 -0.13
Te 1.433 -1.157 1.524 -0.24 -0.18 -0.14
C 0.419 -2.828 2.398 0.09 -0.12 0.02
C -0.042 -2.359 3.757 0.03 0.09 0.02
C -0.468 -3.268 4.722 -0.04 -0.02 0.02
C -0.874 -2.830 5.972 0.01 0.00 -0.03
C -0.849 -1.475 6.273 0.00 0.01 0.00
C -0.422 -0.563 5.322 -0.04 0.01 0.00
C -0.023 -0.994 4.059 0.01 -0.07 -0.01
H -0.441 0.455 2.506 0.02 0.10 0.00
H 1.060 0.784 3.377 0.05 -0.08 0.06
H 1.109 -3.668 2.473 0.03 0.04 0.03
H -0.396 -3.132 1.740 0.01 0.04 0.00
H -0.467 -4.328 4.495 0.00 0.00 0.00
H -1.195 -3.546 6.717 0.00 0.00 0.00
H -1.151 -1.130 7.253 0.00 0.00 0.00
H -0.387 0.493 5.560 -0.01 0.00 0.00
C 2.160 -2.713 -3.161 0.03 -0.01 0.04
Ge 3.284 -1.584 -2.019 0.14 0.06 -0.05
C 3.937 -2.677 -0.523 -0.02 0.00 -0.07
C 4.816 -0.843 -3.011 -0.03 -0.01 0.04
Ge 1.898 0.282 -1.262 -0.56 0.07 0.19
C 2.554 1.438 0.199 0.24 -0.03 -0.20
C 3.914 1.481 0.514 0.03 -0.04 -0.02
C 4.397 2.338 1.492 -0.06 0.02 0.02
C 3.522 3.176 2.171 0.01 -0.02 -0.02
C 2.167 3.144 1.873 -0.02 0.03 0.04
C 1.688 2.279 0.899 -0.08 -0.03 -0.01
C 1.528 1.509 -2.761 0.19 -0.09 0.08
C 1.168 2.840 -2.568 0.00 0.08 0.02
C 0.982 3.693 -3.649 0.00 0.01 0.01
C 1.179 3.235 -4.943 0.01 -0.05 0.00
C 1.580 1.920 -5.152 -0.02 0.06 -0.01
C 1.755 1.072 -4.069 -0.05 -0.09 0.00
H 2.689 -3.650 -3.343 -0.02 -0.01 -0.02
H 1.948 -2.252 -4.125 0.03 0.03 0.00
H 1.208 -2.938 -2.677 0.01 0.01 0.03
H 4.663 -3.387 -0.923 -0.01 -0.01 0.00
H 3.128 -3.253 -0.070 0.00 0.00 -0.02
H 4.428 -2.090 0.252 -0.01 0.04 -0.02
H 5.176 -1.554 -3.755 -0.04 -0.05 0.02
H 5.639 -0.624 -2.331 -0.03 0.00 0.03
H 4.550 0.081 -3.525 -0.02 -0.02 0.00
H 4.613 0.833 -0.006 -0.01 0.01 -0.02
H 5.454 2.354 1.722 0.00 0.00 0.00
H 3.895 3.852 2.929 0.00 -0.01 0.01
H 1.479 3.793 2.400 0.01 0.01 0.00
H 0.621 2.247 0.694 0.01 0.01 -0.02
H 1.038 3.232 -1.566 0.01 -0.02 0.01
H 0.697 4.723 -3.476 0.01 0.00 -0.01
H 1.042 3.901 -5.784 0.00 0.00 0.00
H 1.763 1.560 -6.156 0.00 0.00 0.00
H 2.075 0.051 -4.254 -0.01 0.01 0.01


No. 5
16
Properties=species:S:1:pos:R:3:forces:R:3 method="wB97M-V/def2-TZVPD" e_above_lowest_ev=0.906 spin_multiplicity=3 fmax_ev_per_a=5.0 total_charge=0
C 1.870 0.183 -0.556 -3.63 -0.26 0.32
C 1.954 -0.408 0.657 -1.67 -1.25 0.47
C 0.403 0.146 -1.006 -0.20 0.56 -2.10
C -0.528 -0.372 0.073 0.06 -0.92 -0.16
C 0.644 -0.868 1.123 -0.17 3.35 -3.68
C -1.749 0.660 0.005 4.11 -1.26 0.59
N -1.467 1.604 -0.844 -0.07 -1.61 0.98
O -2.140 2.507 -1.264 0.06 0.74 -0.65
O -0.115 1.466 -1.356 0.15 0.26 -0.16
O -1.245 -1.680 2.709 -1.00 0.42 -0.55
S 0.229 -1.649 2.548 1.19 -1.91 3.18
H 2.687 0.480 -1.114 1.24 0.68 -1.22
H 2.988 -0.604 0.924 -0.47 -0.34 1.26
H 0.285 -0.539 -1.905 0.35 0.98 0.60
H -1.138 -1.229 -0.334 1.33 0.00 0.81
H -2.677 0.302 0.339 -1.26 0.58 0.29


no.,electronic energy (hartree)
1,-1265.57212
2,-7360.01867
3,-2900.40014
4,-6724.28078
5,-910.00115